Entry 1:
{
  "formula": "C11H42F6N19O16S2",
  "method": "wB97M-V/def2-TZVPD",
  "max_force_ev_per_a": 3.204,
  "homo_lumo_gap_ev": 8.375,
  "energy_ha": -4084.5378,
  "lumo_ev": 1.521,
  "charge": -1,
  "relative_energy_kj_mol": 0.0,
  "symbols": ["C", "F", "F", "F", "S", "O", "O", "N", "S", "O", "O", "C", "F", "F", "F", "C", "O", "N", "N", "H", "H", "H", "H", "C", "O", "N", "N", "H", "H", "H", "H", "C", "O", "N", "N", "H", "H", "H", "H", "C", "O", "N", "N", "H", "H", "H", "H", "C", "O", "N", "N", "H", "H", "H", "H", "C", "O", "N", "N", "H", "H", "H", "H", "C", "O", "N", "N", "H", "H", "H", "H", "C", "O", "N", "N", "H", "H", "H", "H", "C", "O", "N", "N", "H", "H", "H", "H", "O", "H", "H", "O", "H", "H", "O", "H", "H"],
  "coordinates": [[0.8944, -2.1874, -1.2488], [1.3837, -3.2376, -0.6343], [1.8544, -1.6211, -1.9792], [-0.1758, -2.4868, -1.9582], [0.3682, -0.9614, 0.1029], [-0.3407, -1.8413, 1.0058], [1.5452, -0.3532, 0.6853], [-0.4757, 0.2056, -0.8500], [-0.7900, 1.3759, 0.2123], [-1.4985, 0.9003, 1.4032], [0.3530, 2.2649, 0.4857], [-2.1611, 2.4474, -0.5733], [-3.1824, 1.6593, -0.8520], [-2.5154, 3.3465, 0.3149], [-1.7117, 3.0271, -1.6771], [-5.2680, 5.4311, -1.9420], [-4.8925, 5.5641, -3.1008], [-4.4938, 5.8045, -0.8582], [-6.5384, 5.1582, -1.5663], [-3.4898, 5.8225, -0.8902], [-5.0108, 5.8706, -0.0050], [-6.8180, 5.2419, -0.6091], [-7.2192, 4.7898, -2.2046], [5.0095, 0.0481, -2.6982], [4.6579, 1.0081, -2.0369], [4.2583, -0.4912, -3.7267], [6.2674, -0.4799, -2.6888], [4.6358, -0.9636, -4.5210], [3.2766, -0.2860, -3.6294], [6.4749, -1.0239, -3.5049], [6.9355, -0.5442, -1.9449], [-2.8186, -5.9609, -1.3479], [-2.6530, -7.1844, -1.3615], [-1.9295, -5.0811, -1.8637], [-3.9077, -5.3737, -0.8188], [-2.0290, -4.0874, -1.7682], [-1.1763, -5.4988, -2.3801], [-4.5093, -5.9022, -0.2127], [-4.1938, -4.4100, -0.9496], [-0.7412, 5.8475, 0.3488], [-1.6933, 6.5221, 0.7238], [-0.0064, 5.0315, 1.1686], [-0.2826, 5.8036, -0.9326], [-0.0578, 5.0902, 2.1701], [0.5634, 4.2940, 0.7906], [-0.7269, 6.3837, -1.6189], [0.4139, 5.1000, -1.0889], [2.3179, 2.5441, 3.7499], [1.3231, 3.1969, 4.0676], [3.5250, 2.6564, 4.3718], [2.3873, 1.8182, 2.6121], [4.3714, 2.2091, 4.0439], [3.6722, 3.3735, 5.0583], [3.1450, 1.1707, 2.4977], [1.5917, 1.9550, 2.0051], [-1.8345, -2.5165, 4.4798], [-2.8704, -2.4427, 5.1535], [-1.2574, -1.5458, 3.7435], [-1.2735, -3.7304, 4.2543], [-1.6223, -0.6097, 3.7865], [-0.5181, -1.7848, 3.1120], [-0.7132, -3.8802, 3.4356], [-1.7423, -4.4914, 4.7135], [-4.7500, -2.1551, 0.2375], [-4.9093, -2.6243, -0.9031], [-3.5953, -2.1973, 0.9488], [-5.7053, -1.4059, 0.7913], [-3.6897, -1.5964, 1.7490], [-2.7101, -2.5853, 0.6824], [-6.6042, -1.3426, 0.3455], [-5.7690, -1.1480, 1.7621], [4.6063, -3.6187, -0.0883], [4.0413, -2.8423, 0.6889], [5.5260, -4.5239, 0.3487], [4.4458, -3.6384, -1.4145], [5.6690, -5.4558, -0.0006], [5.6579, -4.4984, 1.3494], [4.9288, -4.3600, -1.9153], [3.8509, -2.9896, -1.8994], [5.3443, 0.2157, 2.2182], [5.8414, 1.0903, 2.9421], [5.0499, -1.0401, 2.6560], [4.7752, 0.5869, 1.0679], [4.5002, -1.7454, 2.1895], [5.3771, -1.1515, 3.6012], [4.9609, 1.5393, 0.8034], [4.2385, 0.0328, 0.4211], [-0.4157, 0.5359, -3.5594], [-0.3339, 0.3798, -2.5831], [0.3419, 1.0914, -3.7687], [-2.7663, 1.7475, -4.3769], [-3.0069, 2.2129, -5.1850], [-3.3048, 2.1574, -3.6962], [-2.6102, -0.8541, -2.3462], [-3.2178, -1.2606, -1.7152], [-1.8539, -0.5413, -1.8052]]
}

Entry 2:
{
  "formula": "C11H44ClN22O15",
  "method": "wB97M-V/def2-TZVPD",
  "max_force_ev_per_a": 7.922,
  "homo_lumo_gap_ev": 7.094,
  "energy_ha": -3239.0568,
  "lumo_ev": 0.705,
  "charge": -1,
  "relative_energy_kj_mol": 685.6,
  "symbols": ["Cl", "O", "O", "O", "O", "C", "O", "N", "N", "H", "H", "H", "H", "C", "O", "N", "N", "H", "H", "H", "H", "C", "O", "N", "N", "H", "H", "H", "H", "C", "O", "N", "N", "H", "H", "H", "H", "C", "O", "N", "N", "H", "H", "H", "H", "C", "O", "N", "N", "H", "H", "H", "H", "C", "O", "N", "N", "H", "H", "H", "H", "C", "O", "N", "N", "H", "H", "H", "H", "C", "O", "N", "N", "H", "H", "H", "H", "C", "O", "N", "N", "H", "H", "H", "H", "C", "O", "N", "N", "H", "H", "H", "H"],
  "coordinates": [[-21.3340, -1.3929, -19.8312], [-21.3647, -1.4889, -21.2446], [-21.7451, -0.0407, -19.4567], [-22.1521, -2.2986, -19.0894], [-19.9621, -1.6062, -19.4834], [-19.1816, -5.2147, -21.0076], [-18.3494, -5.0408, -21.8740], [-20.3244, -4.5649, -20.8985], [-19.3051, -6.1013, -20.0460], [-20.9622, -4.6358, -20.1186], [-20.1583, -3.6464, -21.2844], [-18.4811, -6.6524, -19.8528], [-20.2329, -6.1834, -19.6554], [-15.9969, -1.7492, -21.0452], [-15.2000, -1.8395, -21.9791], [-17.2126, -2.0944, -21.2506], [-15.7396, -1.3337, -19.7716], [-17.3502, -2.2084, -22.2446], [-17.9714, -2.0938, -20.5841], [-16.3370, -1.6588, -19.0250], [-14.8576, -0.9605, -19.4506], [-23.4979, -4.5891, -15.2389], [-24.5454, -4.5756, -15.8950], [-23.2878, -5.3735, -14.1381], [-22.4153, -4.1882, -15.8275], [-24.0223, -6.0304, -13.9166], [-22.3733, -5.4070, -13.7105], [-22.5046, -4.0351, -16.8218], [-21.4663, -4.4460, -15.5971], [-26.1744, -2.7806, -18.1136], [-26.8429, -2.0013, -18.8557], [-26.6960, -3.6296, -17.3454], [-24.8900, -2.8644, -18.0817], [-26.0410, -4.0255, -16.6863], [-27.6561, -3.5587, -17.0398], [-24.1940, -2.6109, -18.7682], [-24.5174, -3.3772, -17.2954], [-24.1400, 1.6968, -22.7796], [-24.4317, 2.7324, -23.4217], [-22.9776, 1.5227, -22.2933], [-24.9103, 0.6558, -22.6273], [-22.3830, 2.2653, -22.6325], [-22.5035, 0.7581, -21.8343], [-25.9034, 0.8204, -22.7087], [-24.5866, -0.2603, -22.3513], [-24.4549, -4.2485, -21.4613], [-25.4355, -4.6585, -20.7934], [-23.4962, -5.0171, -21.7934], [-24.3890, -3.0195, -21.9157], [-22.6280, -4.8472, -22.2806], [-23.5701, -5.9606, -21.4408], [-23.5318, -2.6339, -22.2853], [-25.3112, -2.6236, -22.0292], [-18.0274, -2.5571, -16.5789], [-17.9164, -1.4032, -16.9526], [-18.0532, -2.9559, -15.3325], [-18.4215, -3.4128, -17.4053], [-18.1670, -3.9434, -15.1540], [-17.9278, -2.2721, -14.5998], [-18.9684, -4.2015, -17.0908], [-18.5893, -3.0427, -18.3299], [-20.4337, 1.1466, -15.6554], [-20.9696, 1.7434, -14.7473], [-19.9596, -0.1395, -15.5785], [-20.3437, 1.5115, -16.9090], [-19.0700, -0.4179, -15.9675], [-20.4260, -0.6296, -14.8286], [-20.3106, 0.8912, -17.7053], [-20.7669, 2.4124, -17.0804], [-18.2361, 1.9833, -21.0682], [-17.8443, 3.1315, -21.2611], [-18.0229, 1.0217, -21.9558], [-19.0640, 1.5620, -20.1950], [-17.2390, 1.2559, -22.5480], [-17.9931, 0.0415, -21.7143], [-19.1813, 2.2657, -19.4802], [-19.2708, 0.5882, -20.0245], [-21.3939, 4.2817, -18.9084], [-20.6460, 4.0504, -18.0514], [-21.1149, 5.2730, -19.7167], [-22.5085, 3.6038, -19.2632], [-21.2686, 5.4913, -20.6908], [-20.1463, 5.5047, -19.5485], [-23.0090, 3.8860, -20.0938], [-22.3897, 2.6708, -18.8950], [-25.6528, 1.1197, -19.0487], [-25.2166, 2.2498, -19.1126], [-24.8810, 0.1098, -19.1428], [-26.8283, 0.7278, -18.8709], [-23.9732, 0.3032, -19.5409], [-25.2850, -0.7910, -18.9294], [-27.0100, -0.2599, -18.7635], [-27.5613, 1.4178, -18.7897]]
}

Entry 3:
{
  "formula": "C11H44N22O11",
  "method": "wB97M-V/def2-TZVPD",
  "max_force_ev_per_a": 9.387,
  "homo_lumo_gap_ev": 8.787,
  "energy_ha": -2477.9176,
  "lumo_ev": -0.440,
  "smiles": "NC(N)=O.NC(N)=O.NC(N)=O.NC(N)=O.NC(N)=O.NC(N)=O.NC(N)=O.NC(N)=O.NC(N)=O.NC(N)=O.NC(N)=O",
  "relative_energy_kj_mol": 1072.9,
  "symbols": ["C", "O", "N", "N", "H", "H", "H", "H", "C", "O", "N", "N", "H", "H", "H", "H", "C", "O", "N", "N", "H", "H", "H", "H", "C", "O", "N", "N", "H", "H", "H", "H", "C", "O", "N", "N", "H", "H", "H", "H", "C", "O", "N", "N", "H", "H", "H", "H", "C", "O", "N", "N", "H", "H", "H", "H", "C", "O", "N", "N", "H", "H", "H", "H", "C", "O", "N", "N", "H", "H", "H", "H", "C", "O", "N", "N", "H", "H", "H", "H", "C", "O", "N", "N", "H", "H", "H", "H"],
  "coordinates": [[-7.3254, -8.5360, -18.2913], [-7.5000, -9.6954, -18.1336], [-7.5623, -7.8938, -19.4319], [-7.0708, -7.6971, -17.3809], [-8.0620, -8.3621, -20.1743], [-7.5104, -6.8851, -19.4309], [-6.7308, -8.1141, -16.5261], [-6.9636, -6.7184, -17.6063], [-11.4080, -10.1753, -9.6874], [-11.8920, -10.9262, -8.8781], [-12.0021, -9.3267, -10.3633], [-10.1961, -10.1399, -10.0752], [-12.9692, -9.2831, -10.0755], [-11.4874, -8.6613, -10.9222], [-9.6322, -10.9725, -9.9808], [-9.7943, -9.4591, -10.7039], [-3.1350, -2.1721, -6.6654], [-4.3611, -2.1683, -6.5371], [-2.5453, -1.0367, -6.8259], [-2.2810, -3.1378, -6.6393], [-1.5547, -1.1423, -6.6599], [-3.0508, -0.1709, -6.7036], [-1.2920, -2.9794, -6.7695], [-2.7011, -4.0485, -6.7587], [-9.5933, -2.7789, -8.6764], [-9.8078, -1.5981, -8.5106], [-10.3893, -3.6479, -9.2450], [-8.5593, -3.4030, -8.3035], [-11.3462, -3.3861, -9.4345], [-10.2276, -4.6018, -9.5349], [-8.4649, -4.3711, -8.5752], [-7.7939, -2.9678, -7.8087], [-0.1586, -9.3117, -13.7430], [0.3422, -10.1497, -14.3945], [-1.0883, -9.4979, -12.8353], [0.2405, -8.0808, -13.8729], [-1.3835, -10.4327, -12.5922], [-1.3817, -8.6509, -12.3699], [-0.1213, -7.3557, -13.2701], [0.8655, -7.9300, -14.6518], [-6.6041, -2.5117, -19.3889], [-7.3658, -3.3816, -19.1455], [-6.2943, -2.0433, -20.5360], [-5.9395, -1.8563, -18.4634], [-6.9852, -2.2301, -21.2486], [-5.4750, -1.5050, -20.7791], [-6.0977, -2.1597, -17.5131], [-5.3501, -1.1146, -18.8135], [-11.8206, -4.9941, -14.6081], [-11.7333, -5.9449, -13.7374], [-12.6593, -3.9922, -14.4625], [-11.2273, -4.8865, -15.7570], [-13.0749, -4.1241, -13.5515], [-12.5807, -3.0941, -14.9179], [-11.5299, -4.1032, -16.3183], [-10.9547, -5.7463, -16.2114], [-3.3751, -1.0373, -12.3594], [-3.9923, -1.8205, -12.9899], [-3.1771, 0.1837, -12.6518], [-2.6721, -1.3380, -11.2990], [-3.4632, 0.7433, -13.4424], [-2.6996, 0.6338, -11.8840], [-2.1791, -0.5667, -10.8723], [-2.8441, -2.2248, -10.8471], [-6.2647, -6.5019, -11.8845], [-6.5076, -7.6759, -11.5940], [-6.8083, -5.9064, -12.9125], [-5.1938, -5.7669, -11.5263], [-6.6441, -4.9952, -13.3160], [-7.6690, -6.2609, -13.3044], [-4.4384, -6.1128, -10.9520], [-4.9602, -5.0542, -12.2028], [-11.7685, -11.5920, -15.9453], [-12.3217, -10.7637, -16.6565], [-11.8330, -12.8292, -16.3444], [-11.0486, -11.3984, -14.8505], [-11.4213, -13.6302, -15.8873], [-12.4838, -12.8767, -17.1154], [-10.4905, -12.2050, -14.6098], [-10.8227, -10.5171, -14.4119], [0.8941, -5.8366, -9.7521], [-0.1861, -6.2346, -9.9020], [1.6274, -6.2312, -8.7686], [1.4125, -4.7653, -10.2415], [1.0790, -6.7853, -8.1265], [2.3772, -5.6312, -8.4556], [2.3986, -4.6415, -10.0615], [0.7756, -4.1416, -10.7164]]
}

Entry 4:
{
  "formula": "C11H44N22O11",
  "method": "wB97M-V/def2-TZVPD",
  "max_force_ev_per_a": 7.855,
  "homo_lumo_gap_ev": 8.972,
  "energy_ha": -2478.1199,
  "lumo_ev": -0.016,
  "smiles": "NC(N)=O.NC(N)=O.NC(N)=O.NC(N)=O.NC(N)=O.NC(N)=O.NC(N)=O.NC(N)=O.NC(N)=O.NC(N)=O.NC(N)=O",
  "relative_energy_kj_mol": 541.9,
  "symbols": ["C", "O", "N", "N", "H", "H", "H", "H", "C", "O", "N", "N", "H", "H", "H", "H", "C", "O", "N", "N", "H", "H", "H", "H", "C", "O", "N", "N", "H", "H", "H", "H", "C", "O", "N", "N", "H", "H", "H", "H", "C", "O", "N", "N", "H", "H", "H", "H", "C", "O", "N", "N", "H", "H", "H", "H", "C", "O", "N", "N", "H", "H", "H", "H", "C", "O", "N", "N", "H", "H", "H", "H", "C", "O", "N", "N", "H", "H", "H", "H", "C", "O", "N", "N", "H", "H", "H", "H"],
  "coordinates": [[-22.6189, 2.6843, 9.7770], [-22.8431, 3.2699, 8.7859], [-21.5514, 2.0471, 10.0660], [-23.5239, 2.5883, 10.6694], [-20.7204, 2.0978, 9.4941], [-21.5440, 1.6187, 10.9806], [-24.4968, 2.7105, 10.4276], [-23.2722, 2.0241, 11.4685], [-21.9447, 8.2268, 16.8818], [-22.6690, 7.3410, 17.1195], [-20.7630, 8.3562, 17.3798], [-22.1526, 9.0819, 15.9513], [-20.4007, 7.7457, 18.0982], [-20.2746, 9.1946, 17.0992], [-23.1124, 9.0408, 15.6396], [-21.5303, 9.8473, 15.7344], [-22.3388, 5.4555, 13.5842], [-21.9710, 4.8643, 14.5750], [-22.3956, 4.9687, 12.3858], [-22.8361, 6.6472, 13.5136], [-21.8627, 4.1408, 12.1607], [-22.9064, 5.3954, 11.6261], [-23.1210, 7.0073, 12.6140], [-22.9331, 7.1585, 14.3792], [-25.0821, 9.1942, 14.1494], [-24.8513, 8.3788, 15.0580], [-25.5715, 10.3542, 14.4240], [-24.7331, 9.1765, 12.9026], [-25.4806, 10.6897, 15.3723], [-25.5073, 11.0798, 13.7245], [-24.8421, 9.9606, 12.2755], [-24.4025, 8.2866, 12.5576], [-26.4296, 6.1209, 12.2306], [-25.5872, 6.6807, 11.5511], [-26.4074, 6.1029, 13.5545], [-27.3689, 5.2788, 11.7348], [-25.7059, 6.6901, 13.9824], [-27.0495, 5.5204, 14.0727], [-28.0976, 4.9038, 12.3252], [-27.3588, 5.2379, 10.7257], [-19.9567, 9.4111, 12.9696], [-18.9602, 9.9049, 13.5367], [-20.0400, 8.3244, 12.3354], [-21.1028, 9.9902, 12.8102], [-20.9081, 8.0098, 11.9260], [-19.2081, 7.7518, 12.3244], [-21.8065, 9.4710, 12.3050], [-21.2646, 10.9152, 13.1821], [-21.4560, 0.7922, 13.7252], [-21.4369, 1.4844, 12.6906], [-22.4614, 0.1491, 14.1228], [-20.5034, 0.6180, 14.5503], [-22.3475, -0.5398, 14.8526], [-23.2263, -0.0016, 13.4807], [-20.7500, 0.1770, 15.4248], [-19.9037, 1.4296, 14.5916], [-20.2629, 5.8083, 8.1154], [-19.2808, 6.5754, 7.9999], [-20.4079, 5.1607, 9.2001], [-21.2420, 5.6099, 7.2424], [-21.3010, 4.7044, 9.3199], [-19.6325, 5.1955, 9.8463], [-21.8844, 4.8512, 7.4208], [-21.0993, 5.8554, 6.2731], [-22.9137, 8.0350, 9.7602], [-22.4458, 8.1409, 10.8712], [-22.2128, 8.1854, 8.7031], [-24.0533, 7.5160, 9.5192], [-21.2209, 8.3559, 8.7879], [-22.6183, 8.0709, 7.7852], [-24.6382, 7.1547, 10.2591], [-24.2384, 7.3019, 8.5497], [-18.4794, 3.9350, 14.9768], [-17.2938, 4.0882, 14.9135], [-19.3838, 4.2635, 15.8800], [-19.1674, 3.5514, 13.9009], [-19.2074, 4.5823, 16.8220], [-20.3613, 4.2330, 15.6277], [-20.1723, 3.4948, 13.9845], [-18.7681, 3.4132, 12.9835], [-25.0990, 3.5429, 15.5950], [-26.2757, 3.2424, 15.6992], [-24.1792, 2.8803, 14.9895], [-24.6372, 4.6765, 15.9927], [-23.2328, 3.2325, 14.9668], [-24.1891, 1.8720, 14.9316], [-23.6398, 4.8265, 15.9400], [-25.2327, 5.2539, 16.5691]]
}